{"formula": "C4H7OP", "method": "the ωB97M-V functional and the def2-TZVPD basis", "de_lowest_kcal_mol": 65.4, "total_charge": 0, "orbital_gap_ev": [7.60, 7.54], "elements": ["H", "H", "C", "C", "C", "H", "P", "H", "H", "H", "H", "C", "O"], "positions_angstrom": [[1.6236, -1.1127, 0.3827], [0.8350, 0.9267, 1.1498], [0.6567, 0.9104, 0.0154], [-0.7281, 1.4071, -0.3510], [-0.3446, -1.2840, 0.3971], [0.8855, -0.8945, -1.2587], [-1.9926, -0.5555, -0.3158], [-0.1672, -2.3957, 0.0404], [1.3223, 1.5508, -0.5145], [-0.8501, 2.0753, -1.2418], [-0.3290, -1.0469, 1.4735], [0.7993, -0.6175, -0.2726], [-1.7108, 1.0364, 0.4956]], "forces_ev_per_a": [[-0.21, 1.35, -1.58], [-0.39, 0.65, -1.47], [-0.55, -0.55, 1.06], [-0.36, -3.34, -0.50], [-2.00, -1.59, -1.61], [0.27, -0.35, -2.35], [2.53, 1.78, 0.03], [-1.08, 1.76, 1.46], [1.08, 0.23, -0.23], [-0.45, -0.51, 1.07], [-0.02, -0.75, -0.22], [1.65, 0.67, 4.00], [-0.47, 0.65, 0.34]], "lowdin_charge": [0.133, 0.141, -0.190, -0.256, -0.465, 0.068, 0.972, 0.113, 0.086, 0.117, 0.069, -0.325, -0.461]}

***

{"formula": "C3H5NO4", "method": "the ωB97M-V functional and the def2-TZVPD basis", "smiles": "CONC(=O)C(=O)O", "de_lowest_kcal_mol": 90.8, "total_charge": 0, "orbital_gap_ev": 10.67, "elements": ["H", "O", "O", "H", "H", "O", "C", "H", "O", "C", "N", "H", "C"], "positions_angstrom": [[2.0576, -1.3947, 0.5727], [-2.2592, -0.5774, 0.8691], [-0.9537, -1.4140, -0.7712], [0.9186, 2.1711, 0.0276], [0.9379, -1.0685, -0.7237], [1.1692, 0.4997, 0.7590], [-1.3262, -0.4820, -0.1516], [-2.7731, -1.3194, 0.7732], [-1.7696, 1.9805, -0.3290], [1.7317, -0.6014, -0.0599], [0.4927, 1.2111, -0.1171], [2.6250, -0.1095, -0.6848], [-0.8508, 1.1046, -0.1642]], "forces_ev_per_a": [[0.59, -0.20, 0.78], [2.60, 3.57, -0.86], [-0.06, -0.36, -1.12], [-1.51, -0.95, -1.05], [1.35, 1.08, 0.73], [1.43, -4.82, 0.66], [-1.11, 2.00, 2.98], [-1.77, -3.22, -0.41], [4.38, -3.29, 0.47], [1.14, 1.12, -1.70], [-0.24, 5.81, -0.90], [-1.93, -1.36, 1.27], [-4.87, 0.63, -0.85]], "lowdin_charge": [0.068, 0.129, 0.126, 0.200, 0.075, -0.145, -0.365, 0.068, 0.052, -0.037, -0.031, 0.133, -0.273]}

***

{"formula": "C28H36N6O2Sb2Ti", "method": "the ωB97M-V functional and the def2-TZVPD basis", "total_charge": 2, "orbital_gap_ev": [5.96, 6.42], "multiplicity": 3, "elements": ["H", "N", "N", "C", "H", "H", "Sb", "C", "H", "H", "H", "H", "H", "C", "N", "C", "C", "H", "H", "H", "C", "H", "H", "H", "C", "C", "C", "O", "H", "C", "Ti", "H", "H", "N", "H", "C", "C", "C", "H", "H", "H", "H", "H", "C", "O", "C", "C", "H", "H", "H", "H", "C", "N", "C", "H", "C", "C", "H", "H", "H", "H", "C", "N", "C", "C", "H", "H", "H", "H", "C", "Sb", "C", "C", "C", "C"], "positions_angstrom": [[1.7736, -0.6787, -3.9644], [-0.2156, -0.0402, -4.2041], [-1.3653, -0.2961, -1.0623], [2.3508, 6.2734, 3.2289], [4.6547, 3.8883, 2.5957], [2.9602, 1.8195, 3.7952], [-0.5040, 3.0626, 0.5687], [3.4896, 5.4960, 3.3899], [1.9384, -6.2831, -1.0642], [-1.1277, -3.3932, -3.7057], [-2.6794, 4.6123, 0.3502], [-1.5485, 0.1612, 4.7678], [2.1419, 7.0910, 3.9115], [-0.4438, -4.0111, -3.1350], [-1.0605, 0.1410, 1.4363], [-0.1096, -5.2556, -3.5882], [0.0901, -3.5426, -1.9209], [0.2162, 0.2175, 3.0556], [2.0492, -4.4711, 0.5653], [-1.8483, 3.0748, 2.8955], [1.2780, -5.6462, -1.6435], [-2.1733, 4.0842, -1.2727], [4.5594, 1.4990, 3.0752], [1.6558, 1.0440, -4.3382], [1.1960, 0.5442, -2.3482], [-3.4222, 0.1015, 1.9500], [2.8758, 4.1872, 1.4342], [0.4888, 1.4903, -1.8869], [3.5227, 0.1408, 3.5779], [3.7429, 4.4711, 2.4922], [0.2508, 0.3509, -0.1934], [-3.9428, 0.1566, 4.0209], [0.6196, 6.6454, 2.0274], [-1.1074, -1.4432, -1.8733], [-3.4825, -0.5951, -0.7648], [3.2279, 3.0627, 0.4957], [0.9416, -4.3696, -1.1934], [-2.5410, -0.2571, -0.3550], [1.2077, 4.6003, -0.8229], [-4.4432, 0.0691, 1.5903], [-0.5197, -5.6185, -4.5216], [-0.2497, -0.2789, -5.1861], [1.0084, -7.0626, -3.1957], [-0.2307, -2.2650, -1.3564], [1.8326, -0.1674, -1.5104], [1.1332, -2.6998, 0.4493], [-0.8199, 0.1617, 2.7635], [4.4336, 0.4552, -0.7777], [1.5953, -2.3866, 1.3753], [-3.0875, 2.9789, -0.2281], [-0.7592, 0.8072, -4.0937], [0.7412, 4.7578, 0.1486], [1.4320, -3.8877, 0.0147], [0.7558, -6.0733, -2.8347], [4.3045, 2.9984, 0.3519], [1.7315, 4.9799, 1.2648], [-2.3372, 3.7665, -0.2447], [-0.9123, 4.5833, 2.7200], [5.2921, 0.4349, 0.7835], [-1.1160, -1.2812, -2.8858], [4.3058, -0.9557, 0.2788], [-0.8858, 3.4989, 2.6073], [0.3374, -1.8646, -0.1756], [-2.3731, 0.0564, 1.0213], [-1.8087, 0.1472, 3.7157], [2.7671, 3.1596, -0.4832], [-0.1022, 3.0993, 3.2490], [4.1854, 5.6996, 4.1959], [0.0580, 5.6020, 0.0629], [-3.1402, 0.1431, 3.2935], [2.7244, 1.0802, 1.1934], [4.3881, 0.1314, 0.2590], [1.1788, 0.2151, -3.8079], [3.5297, 1.1466, 3.1530], [1.4939, 6.0146, 2.1712]], "forces_ev_per_a": [[0.06, -0.08, -0.04], [0.05, -0.07, -0.01], [-1.09, -0.43, -0.39], [-0.02, 0.04, 0.02], [-0.09, 0.06, -0.01], [0.07, -0.05, -0.05], [-0.09, 0.11, -0.07], [0.00, -0.02, -0.02], [-0.05, 0.07, -0.03], [0.05, -0.03, 0.06], [-0.02, 0.00, -0.04], [-0.03, 0.00, -0.13], [0.02, -0.10, -0.09], [-0.09, 0.23, 0.01], [-0.87, -0.22, 0.93], [0.15, -0.31, 0.00], [-0.01, 0.08, -0.36], [0.20, 0.01, 0.02], [-0.02, -0.03, -0.05], [0.04, 0.01, 0.02], [0.10, 0.10, 0.21], [-0.03, 0.00, -0.01], [-0.09, -0.04, 0.08], [-0.05, 0.04, -0.10], [0.43, 0.08, 0.09], [-0.23, 0.12, 0.00], [0.07, -0.10, -0.08], [0.32, 0.19, -0.64], [0.01, 0.10, 0.00], [0.06, -0.02, 0.00], [1.00, 1.25, 1.09], [0.03, 0.00, -0.05], [0.10, -0.07, 0.02], [-0.75, 0.76, 0.28], [-0.05, 0.02, -0.05], [-0.08, 0.05, 0.21], [0.12, -0.24, 0.03], [0.53, -0.32, -0.04], [0.04, 0.03, 0.00], [0.04, 0.00, 0.03], [0.04, -0.02, 0.05], [0.01, -0.01, -0.13], [-0.03, 0.05, -0.02], [0.30, -0.62, 0.78], [0.01, -0.03, -0.61], [-0.16, 1.06, 0.35], [-0.06, 0.11, -0.38], [0.01, 0.00, -0.03], [-0.02, 0.08, 0.07], [-0.03, 0.00, 0.00], [-0.05, 0.14, 0.02], [0.18, -0.05, 0.15], [0.31, -1.05, -0.29], [-0.17, -0.11, -0.37], [0.10, 0.08, -0.01], [-0.11, 0.05, -0.12], [0.01, 0.02, -0.03], [-0.03, -0.07, 0.04], [0.04, -0.01, -0.03], [-0.15, 0.05, -0.31], [0.01, 0.06, 0.01], [-0.05, 0.02, 0.07], [-0.07, -0.64, -0.12], [0.25, -0.39, -0.13], [-0.02, 0.01, 0.18], [-0.03, 0.06, -0.10], [0.00, 0.02, 0.03], [-0.06, -0.02, -0.07], [0.05, 0.05, 0.00], [-0.14, 0.00, 0.05], [0.32, 0.01, 0.06], [-0.05, -0.13, 0.05], [-0.07, 0.00, -0.14], [-0.04, 0.02, 0.15], [-0.09, 0.07, 0.01]], "lowdin_charge": [0.129, 0.029, -0.141, -0.061, 0.112, 0.014, 1.421, -0.062, 0.134, 0.128, 0.022, 0.123, 0.114, 0.016, -0.086, -0.020, -0.058, 0.092, 0.187, 0.012, 0.020, 0.018, 0.017, 0.140, -0.611, 0.004, -0.280, -0.138, 0.011, -0.059, 0.638, 0.126, 0.119, 0.115, 0.130, -0.285, -0.137, -0.035, 0.064, 0.130, 0.127, 0.097, 0.131, -0.202, -0.124, -0.079, -0.149, 0.013, 0.157, 0.000, 0.096, -0.284, 0.176, -0.010, 0.073, -0.293, -0.274, 0.020, 0.020, 0.125, 0.004, -0.271, 0.082, -0.284, -0.040, 0.048, 0.014, 0.113, 0.070, -0.029, 1.361, -0.294, -0.131, -0.302, -0.055]}

***

{"formula": "C4H13N2O", "method": "the ωB97M-V functional and the def2-TZVPD basis", "smiles": "CNC[C@@H]([NH3+])CO", "de_lowest_kcal_mol": 86.7, "total_charge": 1, "orbital_gap_ev": 10.44, "elements": ["H", "N", "H", "N", "H", "H", "H", "C", "H", "H", "O", "H", "H", "H", "C", "C", "H", "H", "H", "C"], "positions_angstrom": [[-1.7210, 0.4232, -1.7484], [1.4040, 0.2965, 0.4587], [2.4184, 0.0289, 0.4869], [-0.2501, -1.5063, 0.5808], [1.9121, 2.3648, 1.0196], [-1.1475, -1.9241, 0.7099], [0.0723, -1.4495, -1.5268], [0.9155, 0.3249, -0.8268], [0.5088, -2.3276, 0.6296], [-3.5703, -0.6385, -0.8602], [-2.6041, -0.9612, -0.6972], [-0.0093, -0.8369, 1.3463], [0.2707, 2.0060, 1.3596], [1.4619, 1.3116, 2.2284], [-1.5324, -0.0726, -0.7524], [-0.1853, -0.7604, -0.7224], [1.7190, 0.1105, -1.6577], [0.6774, 1.3079, -1.3589], [-1.5987, 0.7140, 0.0176], [1.2587, 1.5891, 1.3132]], "forces_ev_per_a": [[1.19, 0.13, 0.90], [3.50, 3.15, 3.90], [-1.38, 0.56, 0.07], [3.74, -1.85, 0.28], [0.84, 0.79, -0.57], [-1.19, -0.37, -0.13], [-1.05, -0.41, 0.15], [0.92, -0.14, -3.63], [-2.03, 2.33, -0.02], [3.06, -0.24, 0.41], [-2.59, -1.40, 0.79], [0.10, -0.47, -0.63], [-0.77, -0.20, -0.58], [1.33, -1.35, 4.86], [-1.71, 1.72, -2.94], [-1.36, 0.45, -1.69], [-1.20, -0.72, 1.74], [-0.88, -0.85, 1.60], [0.26, -0.23, 0.04], [-0.78, -0.90, -4.56]], "lowdin_charge": [0.155, -0.144, 0.151, 0.191, 0.077, 0.133, 0.158, -0.241, 0.240, 0.175, -0.087, 0.162, 0.081, 0.021, -0.257, -0.253, 0.161, 0.157, 0.134, -0.014]}

***

Number 1: calculated total energy -15594.6004 eV. Number 2: calculated total energy -12868.9387 eV. Number 3: calculated total energy -78834.0273 eV. Number 4: calculated total energy -9377.8257 eV.